# 1
The following is a DFT calculation (ωB97M-V/def2-TZVPD) of C3H5N3OS in the gas phase in a non-equilibrium geometry.

Values from the calculation:
HOMO-LUMO gap	0.3395	hartree
HOMO energy	-8.96	eV
structure (SMILES)	O=C1CNNC(=S)N1

Structure (ORCA input):
```
! wB97M-V def2-TZVPD RIJCOSX def2/J DEFGRID3
* xyz 0 1
C -0.975 -0.951 0.039
C -1.236 0.627 0.319
C 1.417 -0.379 -0.123
H -1.304 0.700 1.386
H -2.158 0.830 -0.171
H -0.314 1.429 -1.228
H 1.758 1.492 0.672
H 0.444 -2.318 -0.566
N -0.138 1.453 -0.205
N 1.133 0.953 -0.046
N 0.343 -1.287 -0.345
O -1.900 -1.766 0.121
S 2.931 -0.783 0.148
*
```

Atom charges from the Mulliken analysis, given in e for atoms 1 to 5: number 1, C, carries 0.404; number 2, C, carries -0.426; number 3, C, carries 0.215; number 4, H, carries 0.261; number 5, H, carries 0.334



# 2
The following is a DFT calculation (ωB97M-V/def2-TZVPD) of 4 unconnected molecules or ions with the total composition H8O4 in a non-equilibrium geometry.

Values from the calculation:
HOMO-LUMO gap	0.3882	hartree
HOMO energy	-10.46	eV
structure (SMILES)	O.O.O.O

Structure (ORCA input):
```
! wB97M-V def2-TZVPD RIJCOSX def2/J DEFGRID3
* xyz 0 1
O -2.590 0.835 -1.057
H -2.574 1.477 -1.764
H -1.774 0.388 -1.117
O -0.093 -0.404 -1.038
H 0.091 -1.188 -0.534
H 0.318 0.300 -0.520
O 0.851 1.632 0.390
H 0.204 1.607 1.127
H 1.700 1.315 0.546
O 0.999 -1.930 1.015
H 1.797 -2.440 1.043
H 1.071 -1.592 1.908
*
```

Atom charges from the Mulliken analysis, given in e for atoms 1 to 5: number 1, O, carries -0.647; number 2, H, carries 0.308; number 3, H, carries 0.386; number 4, O, carries -0.750; number 5, H, carries 0.342



# 3
The following is a DFT calculation (ωB97M-V/def2-TZVPD) of 2 unconnected molecules or ions with the total composition C3H5NOS in a non-equilibrium geometry.

Values from the calculation:
HOMO-LUMO gap (alpha / beta)	0.2629 / 0.2629	hartree
HOMO energy (alpha / beta)	-8.94 / -8.94	eV

Structure (ORCA input):
```
! wB97M-V def2-TZVPD RIJCOSX def2/J DEFGRID3
* xyz 0 1
C 2.859 0.137 0.042
C -0.199 0.596 0.627
C 0.224 -0.534 -0.320
N 3.997 0.086 0.229
O 0.195 -0.381 -1.677
S 0.185 -2.154 0.226
H -1.137 0.305 1.179
H 0.560 0.920 1.411
H -0.295 1.413 -0.031
H -0.243 0.439 -1.850
H -0.506 -2.701 -0.773
*
```

Atom charges from the Mulliken analysis, given in e for atoms 1 to 5: number 1, C, carries -0.201; number 2, C, carries -0.990; number 3, C, carries 0.627; number 4, N, carries -0.455; number 5, O, carries -0.340



# 4
The following is a DFT calculation (ωB97M-V/def2-TZVPD) of C4H4N4 in the gas phase in a non-equilibrium geometry.

Values from the calculation:
HOMO-LUMO gap	0.3237	hartree
HOMO energy	-8.01	eV
structure (SMILES)	c1cc2[nH]nnn2c1

Structure (ORCA input):
```
! wB97M-V def2-TZVPD RIJCOSX def2/J DEFGRID3
* xyz 0 1
C 0.974 -1.626 -0.832
C -0.411 -1.388 -1.004
C -0.563 -0.241 -0.223
C 1.552 -0.645 -0.028
H 1.543 -2.471 -1.131
H -1.173 -2.088 -1.304
H -2.425 0.343 0.408
H 2.652 -0.379 0.074
N -1.419 0.670 0.150
N -0.877 1.703 0.753
N 0.393 1.528 0.797
N 0.487 0.100 0.368
*
```

Atom charges from the Mulliken analysis, given in e for atoms 1 to 5: number 1, C, carries -0.230; number 2, C, carries -0.750; number 3, C, carries 0.318; number 4, C, carries -0.507; number 5, H, carries 0.426



# 5
The following is a DFT calculation (ωB97M-V/def2-TZVPD) of a molecular structure, C6H24FN12O6 in a non-equilibrium geometry.

Values from the calculation:
HOMO-LUMO gap	0.3093	hartree
HOMO energy	-5.77	eV

Structure (ORCA input):
```
! wB97M-V def2-TZVPD RIJCOSX def2/J DEFGRID3
* xyz -1 1
F 0.159 -0.299 -0.056
C 1.785 -2.654 1.259
O 2.748 -3.138 1.694
N 0.551 -2.791 1.731
N 1.737 -1.750 0.349
H -0.128 -2.299 1.168
H 0.365 -3.451 2.472
H 2.521 -1.156 0.117
H 0.854 -1.283 0.198
C -1.768 -0.471 1.870
O -2.730 -0.494 2.646
N -1.144 -1.426 1.333
N -1.293 0.618 1.333
H -1.528 -2.359 1.386
H -0.649 -1.164 0.492
H -1.609 1.565 1.490
H -0.573 0.383 0.665
C -0.970 -1.086 -3.167
O -0.698 -0.676 -4.313
N -0.902 -2.294 -2.704
N -1.240 -0.312 -2.212
H -0.661 -3.027 -3.355
H -0.974 -2.501 -1.718
H -1.366 0.673 -2.396
H -1.180 -0.615 -1.250
C -1.895 2.453 -0.742
O -1.731 3.635 -0.991
N -2.975 2.038 -0.132
N -1.191 1.442 -1.191
H -3.111 1.046 -0.001
H -3.629 2.753 0.152
H -1.039 0.614 -0.632
H -0.473 1.530 -1.895
C 1.053 1.434 2.454
O 0.045 1.331 3.110
N 1.353 0.801 1.307
N 2.040 2.156 2.833
H 2.125 1.178 0.775
H 0.696 0.120 0.952
H 2.061 2.778 3.629
H 2.871 2.131 2.260
C 1.872 0.806 -1.699
O 2.648 1.526 -2.342
N 2.230 0.407 -0.516
N 0.717 0.350 -2.106
H 1.647 -0.232 0.005
H 2.964 0.888 -0.017
H 0.294 0.915 -2.828
H 0.120 -0.090 -1.420
*
```

Atom charges from the Mulliken analysis, given in e for atoms 1 to 5: number 1, F, carries -2.428; number 2, C, carries 0.081; number 3, O, carries -0.709; number 4, N, carries -0.268; number 5, N, carries -0.340



# 6
The following is a DFT calculation (ωB97M-V/def2-TZVPD) of a molecular structure, C43H80FGaNO30 in a non-equilibrium geometry.

Values from the calculation:
HOMO-LUMO gap	0.2412	hartree
HOMO energy	-4.71	eV

Structure (ORCA input):
```
! wB97M-V def2-TZVPD RIJCOSX def2/J DEFGRID3
* xyz -1 1
C 4.627 1.017 1.805
C 3.809 -0.241 1.519
O 3.856 -1.187 2.297
O 3.123 -0.189 0.398
C 2.144 -1.271 0.220
Ga 0.355 -1.025 1.276
C -0.239 -2.941 1.753
C -1.741 -3.085 2.070
C -2.207 -2.216 3.236
N -2.532 -0.849 2.841
C -3.788 -0.722 2.105
C -3.695 0.559 1.285
C -3.668 0.522 -0.080
C -3.528 1.704 -0.765
C -3.418 2.889 -0.094
C -3.459 2.946 1.287
C -3.595 1.746 1.956
O -3.591 1.770 3.331
C 0.599 0.093 2.985
C 0.487 1.618 2.842
C 0.737 2.159 1.449
F -0.779 2.090 3.261
H 4.081 1.919 1.512
H 5.537 0.942 1.201
H 4.844 1.094 2.867
H 1.912 -1.274 -0.849
H 2.569 -2.254 0.452
H -0.699 -0.428 0.216
H 0.403 -3.412 2.510
H -0.066 -3.534 0.837
H -1.911 -4.130 2.381
H -2.309 -2.922 1.149
H -3.044 -2.662 3.809
H -1.358 -2.145 3.928
H -2.560 -0.217 3.630
H -4.675 -0.710 2.763
H -3.886 -1.563 1.416
H -3.745 -0.443 -0.565
H -3.471 1.666 -1.848
H -3.283 3.779 -0.702
H -3.365 3.885 1.822
H -3.148 2.582 3.594
H -0.125 -0.201 3.752
H 1.584 -0.166 3.397
H 1.217 2.082 3.524
H -0.056 1.850 0.765
H 0.661 3.257 1.507
H 1.737 1.951 1.065
C 5.982 -2.616 3.321
O 6.917 -2.929 4.375
C 6.358 -3.219 5.542
O 5.183 -3.244 5.787
O 7.341 -3.484 6.418
C 6.877 -3.813 7.724
H 6.564 -2.401 2.427
H 5.334 -3.467 3.121
H 5.396 -1.744 3.569
H 6.260 -4.711 7.699
H 6.319 -2.983 8.156
H 7.755 -4.005 8.336
C 1.437 -5.837 -1.275
O 0.068 -6.187 -1.053
C -0.355 -7.230 -1.755
O 0.296 -7.878 -2.535
O -1.640 -7.440 -1.451
C -2.233 -8.535 -2.144
H 1.656 -4.974 -0.652
H 2.095 -6.656 -0.988
H 1.600 -5.565 -2.317
H -1.725 -9.467 -1.901
H -2.218 -8.361 -3.219
H -3.268 -8.602 -1.815
C -4.163 -4.598 -3.927
O -5.537 -4.924 -3.699
C -5.982 -5.954 -4.411
O -5.343 -6.604 -5.198
O -7.268 -6.148 -4.103
C -7.878 -7.232 -4.800
H -3.920 -3.750 -3.294
H -3.521 -5.434 -3.655
H -4.003 -4.316 -4.967
H -7.381 -8.171 -4.563
H -7.863 -7.056 -5.875
H -8.910 -7.284 -4.464
C 6.721 -4.524 -3.260
O 7.646 -4.821 -2.209
C 7.065 -5.110 -1.038
O 5.886 -5.137 -0.824
O 8.032 -5.365 -0.154
C 7.552 -5.688 1.154
H 7.310 -4.309 -4.149
H 6.079 -5.381 -3.459
H 6.123 -3.650 -3.010
H 6.938 -6.587 1.127
H 6.989 -4.856 1.572
H 8.417 -5.877 1.783
C -7.134 6.540 -3.647
O -6.298 6.235 -2.533
C -6.961 5.925 -1.418
O -8.162 5.892 -1.301
O -6.076 5.664 -0.467
C -6.630 5.307 0.794
H -6.478 6.772 -4.482
H -7.753 5.683 -3.911
H -7.757 7.408 -3.435
H -7.220 4.395 0.718
H -7.234 6.118 1.201
H -5.792 5.124 1.460
C 9.934 -5.820 -3.183
O 11.364 -5.849 -3.315
C 11.812 -5.428 -4.492
O 11.140 -5.044 -5.414
O 13.148 -5.504 -4.480
C 13.766 -5.078 -5.693
H 9.692 -6.183 -2.192
H 9.566 -4.810 -3.289
H 9.473 -6.477 -3.922
H 13.538 -4.033 -5.895
H 13.449 -5.703 -6.527
H 14.839 -5.187 -5.558
C 1.951 7.274 -1.664
O 2.973 6.404 -2.148
C 3.092 5.275 -1.442
O 2.436 4.973 -0.482
O 4.062 4.541 -1.985
C 4.290 3.294 -1.316
H 1.941 8.154 -2.302
H 0.976 6.793 -1.721
H 2.164 7.586 -0.643
H 3.400 2.668 -1.350
H 4.595 3.462 -0.285
H 5.095 2.792 -1.846
C -10.871 5.694 -1.286
O -11.971 6.262 -0.556
C -12.813 5.371 -0.047
O -12.731 4.175 -0.147
O -13.779 6.033 0.603
C -14.758 5.190 1.204
H -10.267 6.514 -1.646
H -10.265 5.070 -0.641
H -11.237 5.123 -2.140
H -14.303 4.540 1.950
H -15.273 4.597 0.449
H -15.479 5.839 1.695
C -0.879 12.024 2.093
O 0.144 11.155 1.609
C 0.270 10.020 2.303
O -0.388 9.704 3.258
O 1.249 9.306 1.752
C 1.497 8.052 2.399
H -0.881 12.901 1.451
H -1.853 11.541 2.036
H -0.668 12.333 3.116
H 0.617 7.415 2.352
H 1.802 8.205 3.433
H 2.307 7.563 1.864
*
```

Atom charges from the Mulliken analysis, given in e for atoms 1 to 5: number 1, C, carries -1.069; number 2, C, carries 0.843; number 3, O, carries -0.554; number 4, O, carries -0.332; number 5, C, carries -0.719